No. 1
DFT (ωB97M-V with the def2-TZVPD basis set) results for 2 unconnected molecules or ions with the total composition C24H21N4O4 in a non-equilibrium geometry.

Element x y z (Å)
C (-0.1603, 2.9823, 0.1520)
C (0.8961, 2.3139, -0.6364)
C (2.1247, 2.1446, 0.0418)
N (3.1357, 2.0118, 0.6329)
C (0.9367, 2.3820, -2.0750)
C (-0.2344, 2.6469, -2.8450)
C (-0.1759, 2.6025, -4.2265)
C (1.0400, 2.3805, -4.8864)
C (1.0738, 2.3149, -6.3165)
N (1.0850, 2.2516, -7.4868)
C (2.2116, 2.2004, -4.1459)
C (2.1750, 2.2078, -2.7605)
H (-1.1187, 3.0537, -0.3658)
H (-0.3200, 2.4492, 1.0906)
H (0.1864, 3.9899, 0.4185)
H (-1.1688, 2.9099, -2.3391)
H (-1.0726, 2.7820, -4.8172)
H (3.1685, 2.0920, -4.6573)
H (3.1040, 2.1442, -2.1858)
C (1.3472, -5.7730, -1.6294)
O (1.4091, -4.4577, -2.2272)
C (0.6811, -3.4541, -1.6741)
C (0.8801, -2.1526, -2.2097)
C (0.3173, -1.0660, -1.5758)
C (-0.4186, -1.2112, -0.3739)
C (-0.8892, -0.0626, 0.3550)
C (-1.0313, 0.0170, 1.7132)
C (-1.9820, 0.9874, 2.2785)
O (-2.7188, 1.7118, 1.5947)
N (-2.0562, 1.0827, 3.6791)
C (-2.9524, 2.0718, 4.2371)
C (-1.4117, 0.2179, 4.5695)
O (-1.5385, 0.2890, 5.7870)
N (-0.5928, -0.7627, 3.9894)
C (0.1234, -1.5809, 4.9399)
C (-0.2043, -0.7892, 2.6405)
O (0.7633, -1.4804, 2.2947)
C (-0.7159, -2.5213, 0.0612)
C (-0.1983, -3.6378, -0.5719)
H (2.0627, -6.3564, -2.2067)
H (1.6410, -5.7527, -0.5702)
H (0.3408, -6.2031, -1.7276)
H (1.4870, -2.0361, -3.1082)
H (0.4652, -0.0571, -1.9632)
H (-1.2762, 0.7557, -0.2424)
H (-2.8728, 2.0081, 5.3183)
H (-2.6453, 3.0557, 3.8764)
H (-3.9749, 1.8721, 3.9076)
H (0.6309, -2.3747, 4.3992)
H (0.8497, -0.9548, 5.4664)
H (-0.5907, -1.9780, 5.6601)
H (-1.3750, -2.6321, 0.9194)
H (-0.4408, -4.6347, -0.1986)

## Properties
HOMO: -3.316 eV
Charge: -1
Relative energy (zero: lowest compared OMol25 entry of this formula, charge and spin): 0.005 eV
Maximum force: 2.09 eV Å⁻¹

Here are the natural (NBO) charges for atoms 1 to 5, given in e: C -0.59; C -0.42; C 0.30; N -0.47; C 0.12

---

No. 2
DFT (ωB97M-V with the def2-TZVPD basis set) results for a single C5H9NO2 molecule in a non-equilibrium geometry.

Element x y z (Å)
C (-0.0736, 0.1123, 1.1522)
C (0.5643, 1.1015, 0.1842)
C (1.7676, 1.8093, 0.7222)
C (2.8039, 1.0326, 0.9853)
N (-1.2318, -0.5140, 0.4739)
C (-1.3279, -1.0148, -0.8452)
O (-0.1367, -1.3348, -1.3682)
O (-2.4336, -1.0517, -1.3028)
H (-0.3595, 0.4214, 2.2687)
H (0.6641, -0.6804, 1.4467)
H (-0.1425, 1.8440, -0.1334)
H (0.8289, 0.6299, -0.7212)
H (1.6401, 2.8199, 1.1970)
H (3.7350, 1.3366, 1.4576)
H (2.8161, -0.0221, 0.6537)
H (-2.1308, -0.2116, 0.9648)
H (-0.2716, -1.6930, -2.2752)

## Properties
HOMO: -9.387 eV
Relative energy (zero: lowest compared OMol25 entry of this formula, charge and spin): 1.484 eV
Maximum force: 4.09 eV Å⁻¹

Here are the natural (NBO) charges for atoms 1 to 5, given in e: C -0.21; C -0.48; C -0.18; C -0.39; N -0.68

---

No. 3
DFT (ωB97M-V with the def2-TZVPD basis set) results for a molecular structure, C36H32BrN5O5RuS in a non-equilibrium geometry.

Element x y z (Å)
Ru (0.9023, 1.7920, -0.9284)
O (1.5808, 5.6571, -1.2459)
C (1.0609, 4.5759, -1.2971)
O (1.6812, 3.4445, -1.5820)
C (-0.3946, 4.3799, -1.0910)
C (-1.2290, 5.4621, -0.7907)
C (-2.5611, 5.2331, -0.6583)
C (-3.0760, 3.9422, -0.8993)
C (-4.4655, 3.6715, -0.8511)
C (-4.9369, 2.4285, -1.1485)
C (-4.0382, 1.4109, -1.5358)
C (-2.6939, 1.6458, -1.5873)
C (-2.1797, 2.9017, -1.2304)
N (-0.8156, 3.1393, -1.2682)
H (-0.7735, 6.4334, -0.6677)
H (-3.2435, 6.0357, -0.4033)
H (-5.1423, 4.4771, -0.5929)
H (-5.9995, 2.2234, -1.1180)
H (-4.4229, 0.4352, -1.8084)
H (-2.0038, 0.8948, -1.9265)
C (4.3661, 2.9422, -0.9787)
O (3.4958, 1.7958, -1.1166)
C (4.1200, 0.5895, -1.1890)
C (5.4782, 0.3890, -1.0346)
C (5.9662, -0.9103, -1.0472)
Br (7.8177, -1.1958, -0.8505)
C (5.1198, -1.9840, -1.1795)
C (3.7505, -1.7720, -1.3623)
C (3.2627, -0.4715, -1.4125)
O (1.9420, -0.1659, -1.6623)
C (2.8199, -2.9024, -1.4532)
N (1.5173, -2.7641, -1.5224)
C (0.9995, -4.0649, -1.5074)
C (-0.3165, -4.5227, -1.5377)
C (-0.5259, -5.8864, -1.4915)
C (0.5453, -6.7918, -1.4206)
C (1.8531, -6.3540, -1.3947)
C (2.0486, -4.9769, -1.4354)
N (3.1992, -4.2048, -1.4006)
H (4.9755, 2.8349, -0.0825)
H (3.7283, 3.8088, -0.9037)
H (4.9928, 3.0262, -1.8656)
H (6.1586, 1.2164, -0.9063)
H (5.5263, -2.9854, -1.1338)
H (1.4254, -1.0393, -1.5767)
H (-1.1426, -3.8304, -1.5922)
H (-1.5378, -6.2701, -1.5109)
H (0.3396, -7.8537, -1.3825)
H (2.6814, -7.0495, -1.3464)
H (4.1424, -4.5492, -1.3759)
C (1.8362, 1.0432, 4.6111)
C (0.5676, 1.8010, 4.2451)
N (-0.3453, 0.9876, 3.4246)
C (-1.3674, 0.2226, 4.1681)
C (-2.6875, 0.9735, 4.2339)
C (-0.2973, 0.9235, 2.0996)
S (0.9280, 1.9359, 1.3599)
N (-1.1796, 0.1247, 1.5073)
C (-1.1561, -0.1755, 0.2304)
O (-0.2919, 0.1656, -0.6421)
C (-2.2439, -1.0802, -0.2460)
C (-2.2534, -1.5304, -1.5648)
C (-3.2802, -2.3425, -2.0198)
C (-4.2973, -2.7236, -1.1509)
C (-4.2848, -2.2865, 0.1670)
C (-3.2613, -1.4669, 0.6191)
H (2.4783, 1.6682, 5.2332)
H (2.3922, 0.7694, 3.7130)
H (1.6014, 0.1327, 5.1651)
H (0.8078, 2.7178, 3.7108)
H (0.0141, 2.0836, 5.1392)
H (-0.9640, 0.0558, 5.1651)
H (-1.4958, -0.7395, 3.6839)
H (-2.5509, 1.9710, 4.6562)
H (-3.3992, 0.4315, 4.8572)
H (-3.1090, 1.0798, 3.2332)
H (-1.4516, -1.2377, -2.2312)
H (-3.2850, -2.6842, -3.0472)
H (-5.0991, -3.3617, -1.5022)
H (-5.0732, -2.5873, 0.8447)
H (-3.2504, -1.1124, 1.6405)

## Properties
Multiplicity: 2
HOMO (spin up / spin down): -10.687 / -10.690 eV
Charge: +1
Relative energy (zero: lowest compared OMol25 entry of this formula, charge and spin): 1.964 eV
Maximum force: 1.97 eV Å⁻¹

Here are the Löwdin charges for atoms 1 to 5, given in e: Ru 1.24; O 0.14; C -0.55; O -0.21; C -0.19

---

No. 4
DFT (ωB97M-V with the def2-TZVPD basis set) results for a molecular structure, C34H26F6N10O5S2Sc.

Element x y z (Å)
Sc (1.6309, -1.0671, -0.0125)
N (0.9828, -3.0679, -0.9769)
C (1.8719, -4.1786, -1.2908)
C (1.6596, -4.8933, -2.4581)
C (2.4891, -5.9544, -2.7849)
C (3.5256, -6.2958, -1.9284)
C (3.7257, -5.5745, -0.7620)
C (2.9071, -4.4999, -0.4198)
C (3.1731, -3.7232, 0.8208)
C (3.5500, -4.4197, 1.9653)
C (3.9097, -3.7488, 3.1264)
C (3.9098, -2.3649, 3.1428)
C (3.5127, -1.6794, 1.9990)
C (3.1278, -2.3182, 0.8156)
H (0.4827, -2.8454, -1.8318)
H (0.2612, -3.3780, -0.3222)
H (0.8348, -4.6284, -3.1110)
H (2.3241, -6.5098, -3.6977)
H (4.1851, -7.1171, -2.1728)
H (4.5532, -5.8259, -0.1112)
H (3.5483, -5.5028, 1.9536)
H (4.1864, -4.3079, 4.0100)
H (4.2107, -1.8225, 4.0295)
H (3.5287, -0.5974, 2.0472)
C (2.5062, 4.5656, -0.7242)
N (2.7405, 3.1869, -0.2848)
C (2.3749, 2.0429, -0.8397)
N (2.6269, 1.0315, -0.0084)
C (3.1552, 1.6742, 1.0820)
N (3.2373, 2.9668, 0.9491)
C (1.4338, 5.1872, 0.1354)
C (1.6869, 6.2750, 0.9566)
C (0.6815, 6.7682, 1.7821)
C (-0.5684, 6.1728, 1.8049)
C (-0.8191, 5.0787, 0.9808)
C (0.1805, 4.5988, 0.1478)
C (-2.1179, 4.4094, 0.9670)
N (-3.1578, 4.5721, 1.7067)
N (-4.1083, 3.6611, 1.2503)
C (-3.5673, 3.0387, 0.2634)
O (-2.2931, 3.4397, 0.0392)
C (-4.0905, 1.9969, -0.6177)
C (-5.3851, 1.5099, -0.4855)
C (-5.8319, 0.5327, -1.3610)
C (-4.9934, 0.0242, -2.3438)
C (-3.6930, 0.5004, -2.4658)
C (-2.7799, -0.0509, -3.5351)
N (-1.3803, -0.1114, -3.0889)
C (-0.9047, -0.4877, -1.9111)
N (0.4287, -0.4381, -1.9313)
C (0.7004, 0.0012, -3.1954)
N (-0.3677, 0.2050, -3.9224)
C (-3.2561, 1.4972, -1.6113)
H (2.2068, 4.5202, -1.7713)
H (3.4488, 5.1029, -0.6482)
H (1.9308, 1.9772, -1.8187)
H (3.4771, 1.1909, 1.9856)
H (2.6673, 6.7345, 0.9642)
H (0.8817, 7.6180, 2.4202)
H (-1.3526, 6.5420, 2.4519)
H (-0.0231, 3.7386, -0.4790)
H (-6.0223, 1.8945, 0.2991)
H (-6.8375, 0.1469, -1.2645)
H (-5.3496, -0.7581, -3.0032)
H (-2.7726, 0.5682, -4.4308)
H (-3.0884, -1.0564, -3.8216)
H (-1.5332, -0.7654, -1.0778)
H (1.6974, 0.1505, -3.5782)
H (-2.2548, 1.8979, -1.6969)
F (0.9129, 0.5383, 3.5185)
C (-0.2300, -0.1492, 3.4764)
F (-1.1762, 0.5154, 4.1025)
F (-0.0438, -1.3292, 4.0188)
S (-0.6882, -0.3167, 1.6599)
O (-0.0051, -1.5835, 1.2591)
O (-0.0273, 0.7810, 0.9802)
N (-2.2011, -0.2800, 1.4477)
S (-3.2385, -1.3472, 2.0991)
O (-4.5106, -0.7335, 2.2353)
O (-2.6268, -2.0859, 3.1610)
C (-3.4184, -2.5398, 0.7008)
F (-3.8725, -1.9196, -0.3843)
F (-2.2283, -3.0779, 0.3860)
F (-4.2510, -3.5028, 1.0389)

## Properties
HOMO: -11.003 eV
Charge: +1
Relative energy (zero: lowest compared OMol25 entry of this formula, charge and spin): 0.644 eV
Maximum force: 0.31 eV Å⁻¹

Here are the Löwdin charges for atoms 1 to 5, given in e: Sc 1.10; N 0.04; C -0.22; C -0.03; C -0.07